Entry 1:
C48H53N2O14 | ωB97M-V with the def2-TZVPD basis set

Geometry (Å):
C -1.3829 -0.5713 -7.1875
N 0.4591 -0.4164 1.9106
O -1.3955 3.4513 4.4156
H 1.2018 -0.4563 -1.3302
H -4.7952 -2.0452 -0.1259
H -2.3205 6.8814 2.8308
C 3.3513 -1.6822 -2.8127
H 4.5319 0.5966 -4.7435
H 5.4705 -2.6245 0.8621
H -2.5331 1.8000 6.3948
H 2.4685 -1.8934 -3.5132
O -2.2891 -1.2120 -8.0210
H 1.7869 -0.1435 -6.6854
O 1.3422 5.5191 -1.8083
H -1.7966 -3.0941 0.1189
C 2.0211 -4.7605 0.7826
H 2.3362 -1.0197 1.0521
C 4.0879 -0.5720 -3.2230
H 0.1430 -1.0796 -8.2906
O 2.7935 -3.7924 2.8074
C 1.4096 -0.7492 0.9718
C -0.9172 7.1203 1.3035
O 3.7283 2.0792 2.3330
O 0.9992 1.3190 -4.3525
O 4.8477 -2.9065 0.2055
C 0.4442 7.3218 1.2694
H 2.3084 5.6252 -2.0214
C -0.2398 -5.6434 0.5525
C 1.7984 -4.4726 2.0893
C 3.4700 -2.5779 -1.6986
H 1.3090 -5.8670 -0.9064
C 1.0274 -5.4250 0.0570
C 1.1773 6.6865 0.2466
H -0.1773 -3.6073 -1.8306
H 1.3768 -1.5615 3.5731
C -0.5192 0.1725 1.3135
H -2.0867 0.4113 -0.6910
H 2.0431 3.9944 1.2868
C -3.5514 -0.6999 3.5504
C 2.5370 2.3808 2.8861
H -0.1316 2.6189 -1.3007
H 2.6727 0.7699 4.5421
H -1.6754 1.3727 -4.5039
C -1.9426 -2.8023 -0.8381
C 2.0473 1.7620 4.1197
H 5.9389 0.4355 -2.5703
C 5.3617 -1.1165 -1.1231
C 0.6531 2.0551 4.7007
H -1.3963 5.1534 -1.5991
H 2.7264 -3.4530 -1.5510
C 0.5247 -4.5875 2.6614
O -4.0242 -2.0942 0.0486
H -0.9966 0.5304 -2.0176
H -4.0175 -0.3476 2.6455
H -3.6173 1.4853 4.3379
H -0.3751 -1.8717 2.8344
H -1.3416 -5.3814 2.2899
C 0.5794 5.9856 -0.7823
N -0.2914 0.2784 0.0154
H -1.6409 2.4559 -2.0888
H -2.4279 -3.3666 5.3468
C 0.8772 -0.0958 -6.2999
H -1.5388 0.2481 1.8523
H 6.2128 -0.7287 -0.4132
H 0.0180 -0.3353 3.9118
C 0.2881 0.6169 -5.3166
O 3.7809 0.1882 -4.3647
C -2.9241 -2.2974 -3.5228
H -0.8017 -6.8512 -0.7130
O -2.3135 1.0102 6.7293
H 2.3615 6.6497 0.3092
C -2.2031 -1.2760 6.0060
H -3.7933 -2.4715 2.0579
C 4.5399 -2.2177 -0.8555
H 0.5486 -4.4515 3.7240
C -2.6030 0.0501 5.7883
C -3.0651 -1.9771 3.7344
H -3.2573 -0.9879 -8.1764
O -0.5935 -2.6866 -4.2633
C -3.2423 0.4399 4.5105
C -0.1137 3.0733 4.0016
H -1.8073 -1.6439 6.9036
H 4.2713 2.9862 2.0574
H -2.8774 0.4436 -6.0538
C 5.1382 -0.2329 -2.2904
C 0.3985 3.8071 2.8926
H -1.8978 4.1419 3.9624
H 2.7501 -4.0180 3.6807
H -1.6103 2.9577 -0.3071
C -1.1198 0.8158 -5.2526
C -0.8104 5.8001 -0.8974
C -1.2663 0.7916 -0.9825
C -1.5325 -2.6623 -3.2668
C -0.5456 -5.1538 1.8503
O -1.6533 7.5284 2.4766
H 2.9430 -4.6565 0.5035
O -3.5063 -2.9903 2.8404
C -0.0393 -0.7493 -7.3773
C -1.2539 2.3448 -1.1779
H -0.7749 -2.2725 -5.0291
C -1.9226 0.1190 -6.1714
C -3.2085 -2.1786 -1.0105
O -1.2222 -6.3281 -0.0820
H 0.3204 1.4655 5.6519
C 1.7228 3.4531 2.3497
H -2.6456 6.5622 0.3010
C -1.1974 -2.9586 -1.9423
H -4.7460 -1.7401 -2.5932
C 0.3740 -1.1315 3.1886
C 0.8707 -0.3173 -0.2319
H 1.9546 1.0035 -4.5977
H -3.3432 -1.9665 -4.5098
C -1.6047 6.4566 0.3436
C -3.8079 -2.0237 -2.2528
H 1.0302 7.7071 2.0408
H -0.0598 4.6778 2.5388
C -2.5902 -2.3056 5.0049

Cartesian forces, eV/Å:
C -1.767 -1.684 -1.554
N 3.514 -1.181 0.063
O 0.254 -1.385 1.331
H -0.225 0.414 2.253
H -15.670 1.025 -3.906
H 1.185 0.753 -1.234
C -3.196 -1.221 -1.939
H 1.446 0.526 -0.331
H 0.548 0.894 -0.148
H -1.233 4.832 -1.872
H 1.216 0.069 0.954
O -0.474 -0.857 -1.600
H 4.506 0.140 -0.296
O 0.555 -1.404 -1.714
H 1.309 -1.194 2.727
C -4.782 -1.672 1.408
H 4.970 -2.114 1.363
C 2.007 0.252 2.714
H 2.088 -1.875 -3.656
O 0.110 0.386 -3.999
C -5.439 2.672 -3.021
C -1.997 -0.087 2.291
O 2.635 2.702 -0.993
O 2.696 -1.734 -1.520
O -1.242 -3.365 1.876
C 1.284 -2.124 -1.913
H -1.635 0.571 1.538
C -0.306 1.212 2.202
C -1.024 1.940 1.320
C 0.187 1.301 -0.911
H -0.193 0.304 0.158
C 0.760 -0.182 -0.978
C 1.782 0.956 1.701
H -2.253 1.929 -0.198
H -1.709 0.705 -1.192
C -4.397 0.656 1.613
H -6.370 -2.540 1.573
H -0.669 -1.373 3.107
C 1.803 4.752 2.132
C -3.132 1.830 2.058
H -1.751 -0.302 0.184
H -1.730 3.124 -0.977
H 0.740 0.214 0.102
C -3.129 2.509 -2.407
C -1.120 -1.602 -0.025
H -0.170 0.562 0.262
C 0.498 3.559 -2.054
C 2.080 0.063 -1.659
H 1.054 1.027 0.480
H 1.620 1.757 -0.204
C -0.488 -1.703 -2.446
O 15.223 -0.487 6.136
H 0.147 -1.134 0.751
H -0.336 -0.383 -0.339
H 0.502 -1.324 0.123
H 0.529 -0.186 1.731
H -6.940 -1.700 3.307
C -0.515 -0.202 -1.565
N -1.348 0.526 -0.712
H -2.163 1.277 -3.339
H -0.136 1.187 -0.813
C -6.271 -2.369 -3.843
H 1.840 0.408 -1.135
H -1.770 -1.335 -1.333
H 0.018 -1.496 -0.481
C -1.201 1.844 1.734
O -1.647 -1.615 1.419
C 0.533 1.052 3.685
H 0.761 -1.533 -1.987
O 1.157 -5.293 1.489
H -2.693 0.384 -0.234
C -2.498 -1.220 -3.746
H 0.122 -0.855 0.139
C 0.667 1.699 -0.847
H -1.050 0.300 0.463
C -0.296 0.897 -2.315
C -2.124 -1.366 0.742
H 2.246 0.467 1.106
O 1.557 -3.090 5.372
C 0.014 -3.695 0.376
C 0.305 0.624 -0.191
H 0.521 -0.053 1.202
H -2.363 -3.516 1.088
H -3.172 -0.086 -0.343
C -0.423 -2.944 0.414
C 4.228 -3.179 0.668
H 1.078 -0.168 -0.437
H -0.193 -0.992 3.639
H -0.133 -0.586 -1.128
C 0.026 -2.111 -1.180
C -1.756 1.834 4.490
C 6.189 3.869 -2.048
C -3.858 1.787 -1.709
C 8.918 1.947 -2.081
O 0.378 -0.211 -0.360
H 5.142 0.577 -2.272
O 0.990 1.728 0.470
C -0.472 3.703 6.602
C 4.072 -0.926 4.733
H -1.678 2.424 -4.031
C 2.882 2.992 3.328
C -1.159 -1.355 -2.311
O -0.767 1.238 1.343
H 0.440 1.420 -2.041
C -1.223 0.405 -1.292
H -1.401 -0.450 0.034
C 4.828 -3.011 -0.708
H -1.923 0.631 0.554
C -0.255 0.793 0.799
C 2.592 -1.058 -2.096
H -1.807 1.184 1.395
H 0.653 -0.715 1.001
C 3.423 -1.984 -4.797
C 5.646 -1.291 -4.061
H 0.307 0.941 1.334
H -0.927 0.963 -0.671
C 1.813 0.785 2.116

Computed properties:
Kohn-Sham gap: 0.3106 Eh
Calculated total energy: -3022.9900 Ha
Relative energy (zero: lowest compared OMol25 entry of this formula, charge and spin): 48.7 kcal/mol
Charge: +1

Entry 2:
C53H49O3PtS2Se | ωB97M-V with the def2-TZVPD basis set

Geometry (Å):
O 2.9784 -0.9515 -2.2000
C 8.3082 -0.8143 1.8197
H -2.6570 4.1289 -4.1831
C 0.5916 5.2816 1.2185
C 1.6508 3.5299 -0.0598
C -3.3476 3.2876 -4.1076
C -2.7020 1.9824 -4.4996
H -8.2566 0.4089 1.7812
S -0.6684 -0.7406 1.4014
C 6.7286 -0.1914 -0.0459
H -4.9016 -3.2718 0.2352
H -6.6092 -1.6839 1.0731
H 6.0453 -1.9925 2.7340
C 4.6287 -1.4921 1.2137
H 4.3194 -0.7465 5.6266
C 1.2685 2.5874 0.9200
C 3.8720 1.5216 2.5205
H 8.6945 -1.8299 1.9155
C -1.5706 -0.4419 -5.2929
C -1.2749 -5.2143 1.0433
C 2.3043 0.8291 -0.4200
H 0.3226 6.3213 1.3466
H -3.1226 2.5746 -0.8444
C 2.0937 -1.2903 4.2315
H 0.2592 2.2988 2.8111
C -1.5190 1.5011 -3.8873
H 1.0639 0.5985 -3.5240
Pt -0.3562 0.4076 -0.4133
O -1.7026 -0.2248 2.2935
C -4.7775 -1.1342 0.1302
C 5.1254 0.8488 4.4653
C -4.0825 1.1774 0.4765
H 1.5922 5.6057 -0.6374
H -1.0226 -7.1111 0.0579
C 4.4294 -0.8279 0.0124
C -1.4671 -6.7024 0.9640
H -4.2896 -1.4048 -6.4274
H 3.1794 1.4324 -2.2885
C 2.3854 3.0935 -1.1972
C 4.1993 -0.1107 4.7582
C -0.1964 -4.6014 0.3997
H -2.5241 -6.9649 0.9793
H 7.5543 0.2985 -0.5467
H -2.1619 2.1607 0.5714
H -0.3401 4.6615 3.0658
C -3.8547 -0.0970 -0.0717
C 2.6759 1.7795 -1.3953
H 0.2581 -2.2130 3.6608
C -2.7671 -0.0199 -5.8613
H -2.6648 -2.4258 2.4290
H -7.3757 1.6142 2.7221
H 5.3170 0.2543 -1.6105
H 9.0209 -0.2355 1.2351
H 8.2638 -0.3873 2.8228
C 1.0104 -1.4685 3.4321
H -4.1881 3.4963 -4.7659
H 0.2454 -0.7885 -2.8432
C 2.8945 0.5347 2.8000
C -0.9594 2.2916 -2.8310
H -3.7287 3.2583 -3.0852
C -7.3441 0.5912 2.3508
H -5.3780 2.3507 1.6954
C -3.1770 2.3505 0.2250
C -2.1551 -4.4235 1.7745
H 5.6962 2.4310 3.1080
H 2.6928 3.8323 -1.9281
Se -2.4214 -0.4147 -1.3093
H -0.9935 -7.1933 1.8163
H -3.6991 -2.7069 -0.9247
C 0.5539 3.0201 2.0583
C 1.6436 1.2029 0.7441
H 2.2291 -1.9059 5.1115
C -4.6797 -2.5015 -0.5014
H 0.4925 -5.2042 -0.1783
C -5.8949 -0.8812 0.9197
H -1.1734 3.3670 -2.8534
H -3.5448 3.2340 0.7468
C 0.2169 4.3384 2.1968
H 3.7671 2.1562 1.6495
S 2.8083 -0.8931 -0.7270
C 0.8637 -0.6489 2.2883
C 0.0021 -3.2371 0.4873
C 0.3750 -0.2098 -3.7620
C 1.2964 4.8860 0.1160
C -0.9342 0.2861 -4.3026
C 6.9481 -0.8190 1.1796
C 5.4772 -0.1985 -0.6403
H 0.8378 -2.7664 -0.0139
C -3.4665 -0.8565 -6.8907
C -5.2081 1.3711 1.2627
H -5.4190 -2.5978 -1.2993
H -2.9972 -4.8866 2.2739
H -3.8913 -0.2366 -7.6796
H -4.2300 1.5453 -5.9177
H -7.3569 -0.0810 3.2101
C 4.9568 1.6745 3.3346
H 0.8550 -0.8705 -4.4820
H 5.9908 0.9799 5.1011
C -0.8974 -2.4823 1.2246
C -1.9811 -3.0500 1.8692
C -6.1261 0.3557 1.5026
O -0.2201 1.9201 -1.9055
H 3.8120 -2.0249 1.6861
C 5.8850 -1.4774 1.7944
C 3.0609 -0.2897 3.9373
C -3.3117 1.1990 -5.4586
H -2.7922 -1.5828 -7.3402
H -1.1190 -1.3664 -5.6329
C 1.7579 0.3264 1.9544

Cartesian forces, eV/Å:
O 0.039 -0.030 0.020
C -0.015 0.006 -0.008
H 0.005 0.004 -0.008
C -0.019 -0.024 0.025
C -0.015 -0.027 0.007
C 0.009 -0.032 0.006
C 0.002 0.028 -0.022
H -0.005 0.000 0.001
S -0.020 0.057 0.217
C 0.004 0.009 -0.007
H -0.037 -0.048 0.057
H -0.012 0.006 0.009
H 0.008 0.001 0.004
C 0.043 -0.048 -0.023
H 0.001 -0.004 0.006
C 0.067 0.076 0.022
C 0.006 0.003 -0.024
H 0.000 -0.005 0.001
C -0.002 -0.018 0.005
C 0.035 -0.004 -0.019
C -0.015 -0.021 -0.086
H -0.003 0.003 0.003
H 0.037 -0.022 0.009
C 0.070 0.062 -0.005
H 0.001 -0.009 -0.008
C -0.122 0.015 -0.003
H -0.012 -0.040 -0.032
Pt 0.600 0.451 0.137
O -0.027 -0.020 -0.104
C 0.056 -0.009 0.040
C -0.017 -0.013 -0.004
C 0.049 -0.074 -0.043
H 0.000 0.002 -0.004
H 0.000 0.001 -0.002
C -0.005 -0.042 -0.028
C -0.002 0.010 -0.005
H -0.004 -0.003 0.003
H 0.002 -0.025 0.012
C -0.051 0.013 0.028
C -0.012 0.006 0.011
C -0.020 -0.028 0.020
H 0.000 0.003 0.002
H 0.006 0.002 -0.003
H 0.116 -0.026 0.040
H -0.003 0.007 0.007
C -0.047 0.063 -0.067
C -0.057 -0.002 -0.097
H 0.029 0.009 -0.017
C 0.012 0.006 0.007
H -0.016 0.014 -0.008
H -0.002 0.004 0.002
H 0.001 0.020 0.003
H 0.001 0.001 -0.003
H -0.010 0.002 0.010
C 0.001 0.011 -0.022
H -0.005 -0.004 0.005
H -0.054 0.005 0.006
C -0.021 0.004 0.013
C 0.201 0.130 -0.110
H 0.012 -0.009 0.006
C -0.008 -0.009 0.012
H -0.012 0.000 0.004
C -0.067 -0.031 0.006
C -0.056 0.022 -0.012
H 0.008 0.002 0.001
H 0.006 0.005 0.001
Se -0.262 -0.069 -0.165
H 0.005 -0.001 0.005
H -0.002 0.008 0.039
C -0.009 -0.056 -0.025
C -0.293 -0.175 0.099
H 0.011 -0.004 0.013
C 0.076 0.043 0.010
H 0.003 -0.006 -0.006
C -0.003 0.051 0.065
H -0.033 -0.007 0.023
H -0.020 -0.015 -0.045
C 0.017 0.044 -0.024
H -0.001 -0.013 0.005
S 0.032 0.019 -0.061
C 0.007 -0.012 0.015
C -0.037 -0.020 -0.039
C 0.040 -0.055 -0.029
C 0.007 -0.025 0.002
C 0.066 -0.005 0.009
C -0.002 -0.006 -0.007
C -0.001 0.045 0.051
H 0.015 0.017 -0.027
C 0.007 0.005 0.000
C -0.021 -0.032 0.064
H 0.029 0.012 -0.034
H -0.010 -0.001 -0.002
H -0.001 0.003 -0.001
H -0.011 -0.003 0.000
H -0.001 0.000 0.002
C 0.018 -0.021 -0.007
H 0.002 0.002 0.005
H 0.005 0.006 0.008
C -0.040 0.060 -0.080
C -0.002 -0.067 0.010
C 0.027 -0.037 -0.030
O -0.243 -0.123 0.046
H -0.040 -0.002 0.010
C -0.006 -0.003 0.004
C -0.037 -0.033 0.047
C 0.020 -0.004 -0.008
H 0.003 -0.001 -0.001
H 0.005 0.000 -0.011
C 0.024 0.044 0.075

Computed properties:
Kohn-Sham gap: 0.2348 Eh
Calculated total energy: -5591.7130 Ha
Relative energy (zero: lowest compared OMol25 entry of this formula, charge and spin): 0.0 kcal/mol
Charge: +1